1.
Entry from the Open Molecules 2025 dataset: a structure of composition C26H43N3S2Sm in a non-equilibrium geometry (wB97M-V/def2-TZVPD).

Last column: Löwdin charge in e.
Atoms and positions in Å:
Sm (0.01954, 0.20218, -0.00939)  1.6077
S (-1.01014, 2.76842, -0.25563)  0.8029
S (-0.82773, -2.52594, -0.10664)  0.8250
C (-2.82416, 2.50334, -0.36227)  -0.3155
C (-0.46250, 2.45755, -2.02802)  -0.4192
C (-0.84877, 1.19348, -2.82170)  -0.2239
N (-0.16938, -0.07051, -2.38356)  -0.2342
C (-0.78985, -1.37892, -2.77036)  -0.2248
C (-0.35406, -2.55457, -1.88817)  -0.4217
H (0.62982, 2.60522, -2.02652)  0.0949
H (-0.91777, 3.31910, -2.52614)  0.1053
H (-0.56292, 1.38745, -3.86492)  0.1520
H (-1.93217, 1.03524, -2.82048)  0.1232
H (-0.48314, -1.61930, -3.79666)  0.1484
H (-1.87766, -1.26456, -2.76387)  0.1214
H (0.74167, -2.66487, -1.88726)  0.0932
H (-0.79076, -3.48055, -2.27894)  0.1071
C (-2.66482, -2.51075, -0.17600)  -0.3099
H (0.76311, -0.06673, -2.81366)  0.1437
H (-3.00528, -1.68036, -0.79936)  0.0351
H (-3.04092, -2.36495, 0.84107)  0.0468
H (-3.06878, -3.45262, -0.56223)  0.0750
H (-3.21352, 2.40350, 0.65600)  0.0391
H (-3.05793, 1.59242, -0.92219)  0.0395
H (-3.28420, 3.37024, -0.84630)  0.0744
C (5.32433, 0.21357, -1.82419)  -0.0704
C (5.42316, 0.27681, -0.48158)  -0.0948
H (5.26747, 1.12762, -2.43753)  0.0590
H (5.34045, -0.74987, -2.35995)  0.0585
H (5.44286, 1.24307, 0.04788)  0.0613
H (5.53875, -0.63253, 0.13072)  0.0440
C (5.04235, -1.99587, 4.82334)  -0.0175
C (3.59748, -2.47352, 4.65800)  -0.5734
C (3.58899, -3.95678, 4.28095)  -0.0183
C (2.85211, -2.28515, 5.96831)  -0.0486
C (2.90091, -1.70713, 3.55596)  -0.1017
C (3.44934, -1.75893, 2.27453)  0.0431
C (2.76744, -1.16056, 1.22935)  -0.0716
N (1.59754, -0.49831, 1.45222)  -0.1306
C (1.00047, -0.49937, 2.69259)  -0.1878
C (1.70526, -1.03372, 3.76704)  0.0845
C (-0.38974, 0.00777, 2.87954)  -0.1890
C (-0.83937, 0.52823, 4.09722)  0.0914
C (-2.16258, 0.94214, 4.24507)  -0.0925
C (-3.06238, 0.71896, 3.20098)  0.0400
C (-2.60253, 0.21185, 1.99638)  -0.1080
N (-1.28688, -0.10328, 1.84314)  -0.1371
C (-2.69919, 1.66316, 5.47544)  -0.5678
C (-3.22616, 3.04760, 5.07594)  -0.0245
C (-3.85756, 0.88294, 6.10830)  -0.0222
C (-1.60170, 1.83920, 6.50933)  -0.0486
H (5.51349, -2.55328, 5.64210)  0.1102
H (5.06514, -0.92704, 5.06985)  0.1030
H (5.63465, -2.15031, 3.91531)  0.0875
H (4.02884, -4.54985, 5.08937)  0.1106
H (2.55740, -4.29261, 4.11804)  0.1004
H (4.15206, -4.14050, 3.35987)  0.0899
H (2.83811, -1.22772, 6.25022)  0.0997
H (1.82337, -2.64315, 5.86960)  0.0939
H (3.34762, -2.85790, 6.75356)  0.1087
H (4.39800, -2.26408, 2.09269)  0.1355
H (3.13264, -1.21650, 0.20192)  0.1086
H (1.25906, -0.94218, 4.74707)  0.1135
H (-0.10972, 0.63229, 4.89011)  0.1223
H (-4.11839, 0.96492, 3.30517)  0.1382
H (-3.25942, 0.06628, 1.12966)  0.1185
H (-4.06853, 2.97917, 4.38007)  0.0862
H (-3.56478, 3.59166, 5.96593)  0.1109
H (-2.43315, 3.63331, 4.59770)  0.0969
H (-3.53318, -0.12045, 6.40720)  0.1022
H (-4.21135, 1.40662, 7.00590)  0.1110
H (-4.70912, 0.78020, 5.42797)  0.0870
H (-1.22973, 0.86699, 6.84181)  0.0973
H (-0.77501, 2.41702, 6.08979)  0.0957
H (-1.99500, 2.37658, 7.37523)  0.1089

- 2S+1: 6
- Kohn-Sham gap (spin up / spin down): 6.59 / 7.52 eV
- Calculated total energy: -71680.3205 eV
- Total charge: +3
- E_LUMO (spin up / spin down): -10.3 / -9.4 eV
- Expectation value of S²: 8.759
- Relative energy (zero: lowest compared OMol25 entry of this formula, charge and spin): 0.0000 eV

2.
Entry from the Open Molecules 2025 dataset: a cluster of 4 separate species, C26H43N6O3 in total in a non-equilibrium geometry (wB97M-V/def2-TZVPD).

Last column: Löwdin charge in e.
Atoms and positions in Å:
C (0.46068, 0.02276, 5.87756)  -0.0245
C (0.41567, 0.66592, 4.52157)  -0.3773
C (1.63478, 1.47937, 4.16438)  -0.0257
N (-0.58575, 0.52118, 3.74157)  0.1135
C (-0.53299, -0.12883, 2.47369)  -0.3788
C (-0.60479, -1.63134, 2.68109)  -0.0470
N (-0.55456, -2.27765, 1.33306)  0.0873
C (-1.75206, -1.79550, 0.59741)  -0.0301
C (-1.68546, -0.29563, 0.30569)  -0.4792
C (-0.45960, 0.13082, -0.53931)  -0.0480
C (-0.53670, -0.10950, -2.04548)  -0.3568
C (-0.68199, -1.58097, -2.46478)  -0.0128
O (0.56489, 0.51406, -2.69393)  -0.0922
C (1.83030, -0.06023, -2.40029)  -0.1732
C (2.73398, 1.02882, -1.86729)  -0.2027
C (3.15616, 1.01563, -0.54305)  -0.0518
C (3.96378, 2.04121, -0.06152)  -0.0819
C (4.34880, 3.08155, -0.89494)  -0.0804
C (3.94559, 3.08274, -2.22452)  -0.0697
C (3.14478, 2.05952, -2.71074)  -0.0332
O (-2.86413, -0.05080, -0.40773)  -0.0611
C (-3.57606, 1.16781, -0.17488)  -0.1226
C (-4.62575, 1.10062, 0.95040)  -0.4002
C (-5.98785, 1.61246, 0.47622)  -0.0353
O (-4.22129, 1.77507, 2.12524)  -0.0379
N (-1.61844, 0.35431, 1.61781)  0.1119
H (0.76823, 0.74000, 6.63870)  0.0853
H (-0.50030, -0.42384, 6.11016)  0.0846
H (1.23862, -0.74343, 5.82428)  0.0937
H (2.47703, 0.78821, 4.03064)  0.0890
H (1.51100, 2.01056, 3.22506)  0.0775
H (1.92681, 2.13835, 4.97840)  0.0888
H (0.46830, 0.08984, 2.03011)  0.1403
H (0.17806, -2.00360, 3.33660)  0.1382
H (-1.55886, -1.87290, 3.14602)  0.1481
H (0.32003, -2.08203, 0.84838)  0.1653
H (-0.63868, -3.30004, 1.44095)  0.0895
H (-1.98396, -2.38772, -0.28005)  0.1343
H (-2.58809, -1.92252, 1.28317)  0.1493
H (-0.38079, 1.21509, -0.41382)  0.1442
H (0.46822, -0.27373, -0.13053)  0.0877
H (-1.41836, 0.41492, -2.40981)  0.1430
H (-0.17915, -1.73956, -3.41525)  0.0936
H (-0.20729, -2.23841, -1.73056)  0.0701
H (-1.73423, -1.84596, -2.53784)  0.0879
H (2.29274, -0.50318, -3.28605)  0.1253
H (1.79726, -0.84344, -1.63956)  0.1104
H (2.86818, 0.20640, 0.11916)  0.0971
H (4.29259, 2.01204, 0.96903)  0.1004
H (4.96150, 3.87581, -0.49220)  0.1056
H (4.24362, 3.87681, -2.89539)  0.1069
H (2.83094, 2.04774, -3.74689)  0.1185
H (-2.91788, 2.03256, -0.04924)  0.1336
H (-4.11443, 1.33950, -1.10660)  0.1107
H (-4.72483, 0.03913, 1.18681)  0.1437
H (-6.06416, 2.68161, 0.68190)  0.0846
H (-6.76844, 1.14748, 1.07799)  0.0844
H (-6.19060, 1.39605, -0.56810)  0.0713
H (-4.47363, 2.70116, 2.06015)  0.0896
H (-1.42275, 1.34458, 1.52029)  0.1282
C (2.19098, -5.88693, 2.00006)  -0.0410
C (0.81818, -5.48357, 1.73074)  -0.2297
N (-0.27669, -5.20720, 1.53079)  0.1449
H (2.23567, -6.41929, 2.94822)  0.0955
H (2.54266, -6.54100, 1.20440)  0.0967
H (2.83443, -5.01044, 2.04987)  0.0886
C (-3.43274, 3.42453, -3.69145)  -0.0683
C (-4.75209, 3.52430, -3.07852)  -0.2847
N (-5.78751, 3.60634, -2.59662)  0.1433
H (-3.28150, 4.25435, -4.37878)  0.0853
H (-2.66232, 3.45650, -2.92279)  0.0750
H (-3.35004, 2.48899, -4.24168)  0.0824
C (5.27687, -1.33730, -5.05774)  -0.0671
C (5.50883, -2.08594, -3.82867)  -0.2919
N (5.67941, -2.66305, -2.85491)  0.1212
H (4.65774, -0.46678, -4.84712)  0.0681
H (6.22516, -1.00457, -5.47468)  0.0860
H (4.77088, -1.96733, -5.78664)  0.0845

- Kohn-Sham gap: 8.36 eV
- Calculated total energy: -42733.5974 eV
- Total charge: +1
- E_LUMO: -2.7 eV